No. 1
{"formula": "C38H35Cl2N7O12S2", "method": "ωB97M-V with the def2-TZVPD basis set", "symbols": ["C", "C", "O", "C", "C", "C", "C", "Cl", "C", "C", "Cl", "C", "S", "C", "O", "O", "C", "N", "S", "N", "C", "C", "O", "C", "N", "H", "H", "H", "H", "H", "H", "H", "H", "H", "H", "H", "H", "H", "H", "H", "C", "C", "C", "C", "C", "C", "N", "O", "O", "H", "H", "H", "H", "H", "C", "C", "C", "C", "C", "C", "N", "O", "O", "H", "H", "H", "H", "H", "C", "C", "C", "C", "C", "C", "N", "O", "O", "H", "H", "H", "H", "H", "C", "C", "C", "C", "C", "C", "N", "O", "O", "H", "H", "H", "H", "H"], "coordinates": [[-1.6494, 3.1647, 3.6065], [-2.6901, 2.0354, 3.7046], [-2.6945, 1.3636, 2.4519], [-2.6911, -0.0495, 2.5090], [-1.5903, -0.5449, 1.5798], [-1.6883, -0.3317, 0.1531], [-2.9482, 0.3633, -0.3467], [-4.0692, -0.8434, -1.0549], [-2.7216, 1.6507, -1.1743], [-2.3461, 2.7915, -0.2263], [-4.2365, 2.1022, -2.0019], [-0.6740, -0.8091, -0.6493], [-0.5654, -0.6577, -2.4385], [0.4686, 0.7716, -2.6909], [-1.8362, -0.4259, -3.0642], [0.1341, -1.7759, -3.0028], [0.4334, -1.4748, -0.0363], [1.5065, -1.9866, -0.6612], [2.4672, -2.6101, 0.4301], [1.6389, -2.2890, 1.7854], [0.5490, -1.6646, 1.3634], [-0.5204, -1.1604, 2.1352], [-0.4183, -1.3220, 3.5485], [-0.9660, -2.4261, 3.9430], [-1.6006, -3.2230, 4.4572], [-1.3823, 3.5655, 4.5789], [-0.7882, 2.7631, 3.0742], [-2.0560, 3.9351, 2.9546], [-2.3911, 1.4099, 4.5452], [-3.6508, 2.5251, 3.8511], [-2.5944, -0.4430, 3.5116], [-3.6334, -0.4191, 2.0909], [-3.4757, 0.6962, 0.5333], [-1.9275, 1.5745, -1.8964], [-2.1734, 3.6681, -0.8467], [-1.3735, 2.5340, 0.1998], [-3.0904, 2.9545, 0.5418], [1.4925, 0.4912, -2.4612], [0.2065, 1.5378, -1.9622], [0.3621, 1.1208, -3.7031], [-2.1936, -4.0764, 7.7322], [-2.0800, -3.5957, 9.0303], [-3.1936, -3.5477, 9.8536], [-4.4081, -3.9876, 9.3606], [-4.5406, -4.4633, 8.0684], [-3.4226, -4.5058, 7.2509], [-5.5887, -3.9581, 10.2380], [-5.4465, -3.5161, 11.3609], [-6.6362, -4.3783, 9.7890], [-1.3232, -4.1167, 7.0915], [-1.1218, -3.2598, 9.4025], [-3.1092, -3.1744, 10.8633], [-5.4980, -4.7987, 7.6984], [-3.5065, -4.8750, 6.2385], [-7.4759, 5.9037, 6.5180], [-6.4871, 6.7814, 6.0929], [-5.6592, 6.4360, 5.0375], [-5.8396, 5.2119, 4.4200], [-6.8147, 4.3227, 4.8336], [-7.6366, 4.6748, 5.8916], [-4.9778, 4.8498, 3.2861], [-4.1158, 5.6384, 2.9552], [-5.1783, 3.7794, 2.7437], [-8.1242, 6.1787, 7.3395], [-6.3628, 7.7371, 6.5828], [-4.8893, 7.1159, 4.7044], [-6.9389, 3.3691, 4.3422], [-8.4052, 3.9918, 6.2256], [6.1287, -0.6541, -6.8297], [6.5367, -0.0285, -5.6590], [5.6220, 0.6749, -4.8934], [4.3062, 0.7366, -5.3149], [3.8834, 0.1254, -6.4810], [4.8054, -0.5739, -7.2419], [3.3275, 1.4619, -4.4952], [3.7223, 2.0039, -3.4809], [2.1715, 1.4727, -4.8705], [6.8453, -1.2069, -7.4237], [7.5683, -0.0909, -5.3411], [5.9353, 1.1629, -3.9825], [2.8526, 0.1871, -6.7968], [4.4910, -1.0592, -8.1554], [10.1685, -4.5551, -9.7570], [9.1974, -4.6605, -10.7439], [8.4405, -3.5542, -11.0947], [8.6731, -2.3536, -10.4500], [9.6315, -2.2314, -9.4607], [10.3824, -3.3430, -9.1139], [7.8862, -1.1705, -10.8340], [7.0379, -1.3120, -11.6907], [8.1328, -0.1233, -10.2693], [10.7613, -5.4197, -9.4891], [9.0312, -5.6052, -11.2427], [7.6844, -3.6328, -11.8615], [9.7975, -1.2862, -8.9652], [11.1374, -3.2631, -8.3441]], "forces_ev_per_a": [[-0.46, -0.49, -0.78], [0.88, 1.39, -0.02], [0.04, -0.41, 0.68], [-0.29, 0.00, -1.20], [-0.20, 0.11, 0.79], [0.31, -0.21, -0.48], [0.00, 0.10, -0.03], [0.23, -0.17, 0.08], [-0.31, 0.28, 0.88], [0.59, -0.41, -0.76], [0.16, 0.04, -0.18], [-0.14, 0.11, 0.16], [0.11, -0.30, -2.28], [-0.03, -0.13, 1.43], [-0.42, 0.61, 0.84], [0.36, -0.27, 0.74], [0.77, -0.32, -0.40], [0.05, 0.17, -0.28], [-0.19, 0.08, 0.51], [0.40, -0.24, -0.39], [-0.84, 0.47, 0.19], [0.24, -0.08, 0.27], [0.23, -0.12, -0.83], [0.08, 1.47, 0.23], [-0.46, -1.46, 0.40], [0.04, 0.10, 0.04], [0.31, 0.02, 0.32], [0.05, 0.29, 0.16], [-0.37, -0.46, -0.11], [-0.24, -0.56, 0.31], [0.12, 0.07, 0.19], [-0.12, -0.12, 0.28], [-0.18, 0.17, -0.08], [-0.27, -0.28, -0.45], [-0.22, 0.23, 0.16], [-0.07, 0.06, 0.40], [-0.02, 0.14, 0.08], [0.09, -0.17, -0.19], [-0.20, 0.19, -0.15], [-0.18, -0.09, -0.21], [0.07, 0.01, 0.03], [-0.08, -0.06, -0.12], [0.17, 0.10, 0.16], [0.15, -0.02, -0.11], [-0.08, -0.09, -0.18], [0.05, 0.02, 0.06], [-0.06, 0.02, 0.03], [0.00, 0.00, -0.01], [0.01, 0.01, 0.00], [-0.03, 0.02, -0.04], [-0.01, 0.01, 0.02], [-0.13, -0.03, 0.02], [-0.05, 0.02, 0.13], [0.01, 0.04, -0.02], [0.01, 0.00, -0.01], [-0.08, -0.10, 0.02], [0.10, 0.22, 0.04], [-0.13, 0.05, 0.15], [-0.13, -0.21, 0.00], [0.04, 0.12, 0.04], [-0.02, 0.02, -0.09], [0.01, -0.02, 0.01], [-0.01, 0.07, -0.02], [0.01, 0.00, 0.00], [0.02, 0.01, -0.01], [0.03, -0.09, -0.10], [0.09, 0.04, -0.09], [0.01, -0.02, -0.01], [0.01, -0.01, -0.01], [-0.07, -0.05, -0.10], [0.19, 0.04, 0.15], [0.14, -0.11, -0.11], [-0.17, -0.07, -0.17], [0.12, 0.00, 0.06], [-0.02, 0.03, 0.02], [-0.02, -0.03, 0.01], [0.23, 0.13, -0.26], [0.01, 0.02, -0.01], [0.00, 0.02, 0.02], [-0.13, 0.04, 0.02], [-0.03, 0.06, 0.11], [-0.02, 0.02, 0.00], [0.00, 0.00, 0.00], [0.08, 0.04, 0.10], [-0.10, -0.16, -0.16], [0.12, -0.16, 0.04], [0.13, 0.10, 0.18], [-0.05, -0.10, -0.07], [-0.06, 0.07, -0.01], [0.01, -0.01, 0.02], [-0.02, -0.02, 0.03], [-0.01, 0.00, 0.00], [-0.02, 0.01, -0.01], [-0.02, 0.14, 0.01], [-0.08, 0.06, -0.09], [0.00, 0.02, 0.00]], "mulliken_charge": [-1.208, -0.224, -0.104, -1.885, -0.265, 0.090, -0.683, -0.145, 0.820, -1.509, -0.183, 0.135, 1.434, -1.204, -0.610, -0.684, 0.964, -0.499, 0.134, -0.729, 0.645, 0.457, -0.519, 0.471, -0.437, 0.385, 0.341, 0.254, 0.376, 0.170, 0.656, 0.348, 0.685, -0.036, 0.571, 0.283, 0.333, 0.432, 0.378, 0.523, -0.441, -0.447, -0.331, 0.106, -0.300, -0.471, 1.006, -0.608, -0.604, 0.427, 0.373, 0.438, 0.436, 0.408, -0.410, -0.459, -0.332, 0.146, -0.262, -0.579, 1.075, -0.617, -0.571, 0.384, 0.372, 0.450, 0.465, 0.371, -0.208, -0.579, -0.296, 0.077, -0.254, -0.590, 1.047, -0.604, -0.613, 0.396, 0.365, 0.454, 0.451, 0.376, -0.417, -0.405, -0.407, 0.032, -0.215, -0.465, 1.028, -0.603, -0.592, 0.374, 0.373, 0.448, 0.469, 0.374], "total_charge": 0, "fmax_ev_per_a": 2.3, "total_energy_ha": -4471.5052, "e_homo_ev": -9.878, "e_lumo_ev": -1.493}

=====

No. 2
{"formula": "C38H35ClEuN2Si2", "method": "ωB97M-V with the def2-TZVPD basis set", "symbols": ["C", "C", "C", "H", "C", "C", "H", "H", "H", "H", "Eu", "Si", "C", "C", "H", "C", "H", "C", "H", "C", "H", "C", "H", "C", "C", "H", "C", "H", "C", "H", "C", "H", "C", "H", "H", "Si", "C", "C", "H", "C", "H", "C", "H", "C", "H", "C", "H", "C", "C", "H", "C", "H", "C", "H", "C", "H", "C", "H", "H", "Cl", "N", "C", "C", "C", "C", "C", "C", "C", "C", "N", "C", "H", "H", "H", "H", "H", "H", "H", "H"], "coordinates": [[-3.2743, -0.1309, 2.9227], [-1.9213, 0.0406, 3.3545], [-1.4049, 1.2185, 2.7292], [-1.3929, -0.5835, 4.0853], [-2.4339, 1.7601, 1.8848], [-3.5872, 0.9218, 2.0125], [-4.5618, 1.0975, 1.5527], [-3.9681, -0.8950, 3.2766], [-0.3880, 1.6208, 2.8400], [-2.3393, 2.6398, 1.2365], [-1.6608, -0.4031, 0.6789], [0.1264, -1.6217, -2.9706], [0.8991, -2.1719, -1.3396], [1.5053, -3.4273, -1.4457], [1.6649, -3.8454, -2.4411], [1.8944, -4.1377, -0.3067], [2.4240, -5.0931, -0.4278], [1.6244, -3.6386, 0.9787], [1.8841, -4.2349, 1.8604], [1.0876, -2.3529, 1.1066], [0.9350, -1.9005, 2.1021], [0.8504, -1.5952, -0.0554], [0.7833, -0.4902, 0.0558], [0.9946, 1.7094, 0.2487], [1.7355, 1.9576, 1.4364], [2.0909, 1.1410, 2.0721], [1.8484, 3.2967, 1.8303], [2.4750, 3.5298, 2.6956], [1.0987, 4.2888, 1.1931], [1.1957, 5.3131, 1.5515], [0.2042, 3.9710, 0.1697], [-0.3452, 4.7795, -0.3129], [0.1003, 2.6573, -0.2921], [-0.5446, 2.3756, -1.1249], [0.1342, -0.1184, -3.0130], [2.4880, 1.1773, -0.6353], [3.6023, 2.6256, -1.1907], [4.9274, 2.9720, -0.8029], [5.5509, 2.2701, -0.2395], [5.5055, 4.2098, -1.1532], [6.5293, 4.4640, -0.8557], [4.8092, 5.1330, -1.9426], [5.2421, 6.1178, -2.1991], [3.5470, 4.7609, -2.4298], [3.0219, 5.4305, -3.1181], [2.9770, 3.5287, -2.0797], [2.0144, 3.2718, -2.5310], [3.7346, -0.2417, -0.2728], [4.4610, -0.6071, 0.8895], [4.3684, -0.0182, 1.8066], [5.3253, -1.7189, 0.8595], [5.8455, -2.0223, 1.7693], [5.5476, -2.4621, -0.3068], [6.2124, -3.3389, -0.3116], [4.8939, -2.0409, -1.4628], [5.0625, -2.5743, -2.3965], [4.0343, -0.9407, -1.4562], [3.5885, -0.6247, -2.4066], [0.7028, -2.3182, -4.0652], [-1.8832, -2.2044, -2.6356], [-3.5854, 0.0390, -1.1900], [-4.8461, -0.4718, -0.7841], [-6.0315, 0.1514, -1.1459], [-7.2621, -0.4009, -0.7538], [-7.2852, -1.5989, -0.0535], [-6.0949, -2.2730, 0.3348], [-6.0832, -3.4786, 1.0730], [-4.8591, -4.0206, 1.4301], [-3.6627, -3.3660, 1.0768], [-3.6469, -2.2050, 0.3961], [-4.8385, -1.6802, -0.0224], [-3.0933, -0.6150, -1.8253], [-3.6394, 0.9640, -1.6181], [-5.9858, 1.0568, -1.7443], [-8.1919, 0.1037, -1.0343], [-8.2401, -2.0575, 0.2023], [-7.0300, -3.9659, 1.3270], [-4.7872, -4.9360, 2.0056], [-2.6794, -3.7731, 1.3477]], "forces_ev_per_a": [[0.36, 0.54, -0.17], [-0.23, 0.46, -0.19], [-0.39, 0.10, -0.03], [-0.26, 0.29, -0.38], [-0.06, -0.25, 0.68], [0.40, 0.24, 0.63], [0.40, -0.13, 0.09], [0.28, 0.20, -0.23], [-0.68, -0.20, 0.02], [-0.09, -0.36, 0.44], [-0.27, -1.12, -0.72], [0.68, 0.92, 3.11], [0.23, -0.08, -2.08], [0.13, -0.69, 0.83], [0.01, -0.13, 0.27], [0.29, -0.38, -1.00], [-0.33, 0.43, 0.11], [-0.35, 0.48, 0.68], [-0.18, 0.29, -0.33], [0.59, -0.39, -0.13], [0.22, -0.23, -0.47], [-0.64, 1.10, 1.00], [-0.19, -0.95, -0.12], [-1.20, -0.76, 0.84], [-0.48, 1.25, -0.38], [0.39, 0.18, -0.52], [-0.34, 0.23, 0.81], [-0.22, 0.17, -0.30], [0.67, -0.35, 0.52], [-0.02, -0.19, -0.27], [-0.60, -0.19, -0.28], [-0.16, -0.26, 0.26], [1.31, 0.70, 0.40], [0.33, 0.26, -0.13], [-0.27, -0.37, -0.41], [2.48, -1.13, -1.41], [-0.01, 1.00, -0.32], [-0.15, 0.16, -0.04], [-0.41, 0.18, -0.01], [-0.16, -0.20, -0.24], [-0.43, -0.30, 0.07], [-0.42, -0.27, -0.02], [-0.25, -0.75, 0.17], [0.32, 0.02, -0.06], [0.11, -0.26, 0.28], [0.21, 0.41, 0.10], [0.17, 0.06, 0.29], [0.06, 0.11, 0.26], [-0.19, -0.35, -0.62], [-0.08, -0.34, -0.22], [0.02, 0.19, 0.19], [-0.14, 0.21, -0.15], [-0.46, 0.44, 0.14], [-0.39, 0.53, 0.03], [0.22, -0.03, -0.16], [-0.04, 0.11, 0.12], [0.08, -0.24, 0.04], [0.03, -0.20, 0.37], [0.28, -0.38, -0.95], [-0.36, -0.16, -0.47], [0.73, 0.18, -0.14], [-0.23, -0.06, -0.24], [0.42, -0.39, 0.32], [-0.02, -0.50, 0.21], [-0.23, 0.19, -0.17], [0.13, 0.82, -0.51], [0.41, -0.26, 0.05], [0.06, 0.14, -0.05], [-0.26, 0.71, -0.36], [0.16, -0.55, -0.01], [-0.52, -0.04, 0.48], [-0.51, 0.50, 0.27], [-0.20, -0.44, 0.06], [-0.06, -0.07, 0.08], [0.34, -0.27, 0.14], [0.18, 0.13, 0.01], [0.40, 0.19, -0.02], [-0.10, 0.02, -0.09], [-0.48, 0.12, -0.02]], "mulliken_charge": [-0.302, -1.037, -0.367, 0.442, -0.772, -0.575, 0.554, 0.503, 0.589, 0.530, 1.111, 0.394, 0.206, -0.550, 0.327, -0.799, 0.360, -0.882, 0.399, -0.952, 0.410, 2.316, -0.671, 2.250, -1.292, 0.817, -1.228, 0.426, -0.542, 0.422, -0.602, 0.441, -0.617, 0.340, -0.101, -1.111, 0.378, -0.097, 0.339, -0.567, 0.362, -0.456, 0.354, -0.606, 0.375, -0.370, 0.307, 0.839, -0.280, 0.388, -0.567, 0.369, -0.504, 0.378, -0.506, 0.404, -0.504, 0.205, -0.217, -0.357, -0.089, 0.158, -0.556, -0.750, -0.794, 0.837, -0.847, -0.699, -0.336, 0.269, 0.270, -0.059, 0.244, 0.336, 0.377, 0.361, 0.389, 0.394, 0.396], "s2": 15.782, "relative_energy_kcal_mol": 44.0, "total_charge": 0, "fmax_ev_per_a": 3.3, "total_energy_ha": -3327.8413, "e_homo_ev": [-3.157, -5.661], "multiplicity": 8, "e_lumo_ev": [-0.794, -0.552]}